Here is a 2-piece molecular cluster, C27H50N5O6P2 overall at a distorted geometry from the Open Molecules 2025 dataset. Energies are from the ωB97M-V functional and the def2-TZVPD basis.

```
! wB97M-V def2-TZVPD RIJCOSX def2/J DEFGRID3
* xyz 1 1
C -4.07262 -2.87104 -1.71225
C -2.99101 -3.87742 -1.00433
C -2.01340 -4.68232 -2.09983
C -2.69663 -6.18028 -2.20809
N -0.54161 -4.70963 -1.63228
C 0.05943 -3.44851 -1.51943
N 1.48096 -3.14237 -1.00200
C 1.27835 -1.81991 -0.22771
C 2.51949 -1.19440 0.62151
C 1.99019 -1.10394 2.20595
C 1.72219 -2.52663 3.03511
C 1.16120 -2.61551 4.57372
C 0.82855 -1.16829 5.33289
C 0.21568 -1.30496 6.86808
C 1.11187 0.24798 4.54979
C 1.68239 0.30580 2.99411
C 0.37952 -0.91034 -1.24173
C -0.67992 0.19511 -0.63186
C 0.01979 1.40146 0.23071
C -0.27941 2.91487 -0.32593
C 0.90764 4.00909 0.09611
C 2.37891 3.65066 -0.54806
N 3.43403 3.69386 0.57473
P 1.70421 -0.05557 -2.30774
C 1.03634 1.45751 -3.25917
C 2.70512 -1.25339 -3.39604
N -0.45425 -2.06395 -1.83873
C -0.84218 -1.74119 -3.26232
N -0.10775 -2.59228 -4.31235
P 0.26817 -6.25328 -1.27068
O -0.43770 -6.85385 0.04974
O 1.96341 -6.16655 -0.89277
O 0.20918 -7.41631 -2.61784
H -3.86684 -1.78725 -1.25570
H -3.97906 -2.82114 -2.88160
H -5.16980 -3.14171 -1.39104
H -2.38455 -3.29951 -0.18849
H -3.63446 -4.69123 -0.41310
H -2.11141 -4.22280 -3.19704
H -3.83942 -5.98257 -2.49346
H -2.72151 -6.77934 -1.20373
H -2.27474 -6.81282 -3.12826
H 1.77616 -3.71394 -0.15330
H 0.46647 -2.17305 0.56816
H 2.83902 -0.10461 0.34289
H 3.40947 -1.97206 0.62008
H 1.96540 -3.51185 2.42089
H 0.97642 -3.66657 5.09446
H 0.51628 -0.40893 7.57364
H -0.96730 -1.30391 6.73796
H 0.50342 -2.34699 7.31603
H 0.88015 1.25361 5.11498
H 1.87047 1.32941 2.44353
H -1.48020 -0.33130 0.06207
H -1.28352 0.71458 -1.52044
H 1.17722 1.30588 0.37471
H -0.45581 1.34662 1.32292
H -1.25664 3.29413 0.23353
H -0.51724 2.97272 -1.48189
H 1.03213 4.05196 1.28232
H 0.58920 5.06530 -0.30113
H 2.44087 2.53613 -0.96967
H 2.75543 4.42770 -1.35398
H 4.32763 4.13639 0.20762
H 3.70447 2.71414 0.82312
H 1.24135 1.25753 -4.40978
H -0.14206 1.61915 -3.15574
H 1.61136 2.44893 -2.98438
H 2.54863 -0.90408 -4.52694
H 2.37455 -2.37494 -3.36187
H 3.84627 -1.07369 -3.16934
H -1.98790 -2.06072 -3.37264
H -0.83924 -0.58780 -3.52717
H 0.37691 -1.99157 -5.01493
H -0.79872 -3.24800 -4.75414
H 2.06904 -6.47713 0.06846
H 0.08148 -6.91970 -3.48152
C -0.24793 8.88904 2.54769
C -1.23784 8.08922 1.72540
C -2.63457 8.10845 2.26894
O -3.17206 6.90054 1.75886
C -2.11310 6.04583 1.60117
O -2.21803 4.85714 1.35791
O -0.92637 6.70604 1.75822
H -0.33249 8.65173 3.61383
H 0.77865 8.64756 2.25375
H -0.40935 9.96357 2.41869
H -1.20511 8.41416 0.67804
H -3.21129 8.96833 1.91736
H -2.68002 8.06906 3.36277
*
```

As for the energy: -2465.91955 Ha. The gap between HOMO and LUMO comes out at 6.56 eV. The relative energy (zero: lowest compared OMol25 entry of this formula, charge and spin) comes out at 444.1 kcal per mole. The value obtained for the highest occupied orbital energy is -10.259 eV.

Here are the Mulliken charges for atoms 1 to 2, given in e: C -0.87; C -0.36